Record 1
C28H38CuN4O3P2S | the ωB97M-V functional and the def2-TZVPD basis

Results
- HOMO level (spin up / spin down): -8.42 / -8.42 eV
- ⟨S²⟩: 0.76
- M: 636.198 g/mol
- Total energy: -115800.0367 eV
- Kohn-Sham gap (spin up / spin down): 6.52 / 5.41 eV

The geometry in ORCA input format:
```
! RIJCOSX wB97M-V def2-TZVPD def2/J DEFGRID3
* xyz 0 2
Cu -0.121 -2.388 0.816
S -0.666 -1.241 4.127
P 1.383 -1.634 -0.793
P -2.285 -0.764 -0.758
O -0.450 -2.581 4.674
O 0.464 -0.306 4.255
O -1.131 -1.278 2.719
N 2.782 -0.387 -1.256
N -3.669 -1.140 -1.902
N 2.085 -2.724 -2.109
N -2.456 0.892 -1.387
C -5.140 -1.349 -3.615
C -1.915 1.325 -2.610
C -2.941 3.084 -1.620
C -4.318 -2.367 -1.742
C 0.062 2.030 1.525
C -1.103 -1.318 -2.042
C -1.847 -0.584 5.385
C 0.158 4.541 3.520
C 0.848 -3.576 2.114
C 3.959 -0.225 -0.532
C 2.918 0.324 -2.460
C 2.471 3.074 3.001
C 4.166 0.951 -2.484
C -5.259 -2.492 -2.763
C 2.418 1.801 2.616
C -0.900 3.493 3.448
C 2.295 -2.465 -3.470
C -2.150 2.680 -2.745
C -3.223 1.944 -0.882
C 1.239 1.161 1.944
C 4.805 0.638 -1.252
C 2.852 -3.582 -4.072
C 1.500 4.205 2.780
C 2.532 -4.017 -1.860
C -4.130 -0.549 -3.093
C 0.306 -0.712 -1.960
C 2.973 -4.584 -3.056
C -0.951 2.479 2.587
H 0.910 0.326 2.556
H 1.223 4.228 1.726
H 0.536 -3.619 3.207
H -5.922 -3.327 -2.903
H 1.576 0.639 1.041
H 0.339 0.367 -1.700
H 0.680 -0.784 -3.000
H -1.465 0.624 -3.320
H -3.917 1.762 -0.068
H 3.131 -3.653 -5.108
H 0.423 4.689 4.574
H 4.520 1.560 -3.320
H 1.804 -3.028 1.918
H 3.384 3.407 3.533
H 5.757 1.033 -0.902
H 1.999 -1.551 -3.970
H 2.112 0.402 -3.197
H 2.164 5.068 2.994
H 0.985 -4.604 1.698
H 4.085 -0.726 0.435
H -0.192 5.526 3.153
H -1.281 -0.173 6.263
H 3.288 1.132 2.817
H 3.307 -5.595 -3.199
H -0.608 1.348 0.971
H -2.452 -1.413 5.776
H -1.701 3.565 4.192
H -1.054 -2.412 -1.879
H -1.825 1.810 2.636
H -1.472 -1.149 -3.074
H -1.769 3.295 -3.547
H -3.700 0.335 -3.539
H -2.498 0.222 5.004
H 0.480 2.823 0.860
H -3.999 -3.037 -0.954
H 2.457 -4.414 -0.854
H -3.188 4.100 -1.349
H -5.680 -1.132 -4.519
*
```

***

Record 2
C3H9N2OSi | the ωB97M-V functional and the def2-TZVPD basis

Results
- Relative energy (zero: lowest compared OMol25 entry of this formula, charge and spin): 82.12 kcal/mol
- HOMO level (spin up / spin down): -13.57 / -13.57 eV
- M: 117.204 g/mol
- Total energy: -16150.8183 eV
- Kohn-Sham gap (spin up / spin down): 8.92 / 8.92 eV

The geometry in ORCA input format:
```
! RIJCOSX wB97M-V def2-TZVPD def2/J DEFGRID3
* xyz 1 1
Si 2.396 1.902 0.978
O 1.680 0.539 0.532
N -0.671 -1.939 0.216
N -1.126 1.210 -0.519
C -0.720 -0.878 -0.820
C -1.971 0.054 -0.929
C -0.155 0.426 -0.387
H -1.188 -1.648 1.058
H -0.346 -1.256 -1.772
H 3.523 1.063 1.451
H 2.743 2.793 -0.117
H 1.703 2.577 2.069
H -2.758 -0.123 -0.200
H -2.385 0.178 -1.928
H -1.045 -2.838 -0.120
H 0.320 -2.060 0.486
*
```

***

Record 3
C3H7N3O | the ωB97M-V functional and the def2-TZVPD basis

Results
- Relative energy (zero: lowest compared OMol25 entry of this formula, charge and spin): 91.93 kcal/mol
- HOMO level (spin up / spin down): -8.34 / -8.34 eV
- M: 101.109 g/mol
- Total energy: -9739.0470 eV
- Kohn-Sham gap (spin up / spin down): 8.25 / 8.25 eV

The geometry in ORCA input format:
```
! RIJCOSX wB97M-V def2-TZVPD def2/J DEFGRID3
* xyz 0 1
O 0.350 2.334 -0.456
N -1.096 1.524 1.374
N -0.049 -0.128 0.068
N -1.245 0.401 1.619
C -0.822 -0.266 -1.155
C 0.505 1.466 0.358
C 0.839 -1.241 0.339
H 0.283 -2.179 0.425
H 1.400 -1.057 1.256
H 1.552 -1.367 -0.482
H -1.604 -1.019 -1.026
H -1.282 0.698 -1.369
H -0.183 -0.521 -2.005
H 1.352 1.355 1.056
*
```

***

Record 4
CH2F2O2S | the ωB97M-V functional and the def2-TZVPD basis

Results
- Relative energy (zero: lowest compared OMol25 entry of this formula, charge and spin): 43.20 kcal/mol
- HOMO level (spin up / spin down): -10.60 / -9.43 eV
- M: 116.088 g/mol
- Total energy: -21430.4724 eV
- Kohn-Sham gap (spin up / spin down): 9.41 / 5.94 eV

The geometry in ORCA input format:
```
! RIJCOSX wB97M-V def2-TZVPD def2/J DEFGRID3
* xyz 0 1
S 3.242 0.056 -0.242
F -2.001 -1.066 -0.904
F -2.165 -0.223 1.153
O -0.856 0.820 -0.418
O 4.081 -0.749 0.703
C -1.902 0.109 -0.143
H 2.255 0.284 0.541
H -2.653 0.769 -0.689
*
```

***

Record 5
C27H32Br2F2GeIN4O2SSeV | the ωB97M-V functional and the def2-TZVPD basis

Results
- Relative energy (zero: lowest compared OMol25 entry of this formula, charge and spin): 6.71 kcal/mol
- HOMO level (spin up / spin down): -5.09 / -5.33 eV
- ⟨S²⟩: 3.79
- M: 1003.868 g/mol
- Total energy: -350580.6356 eV
- Kohn-Sham gap (spin up / spin down): 7.26 / 7.49 eV

The geometry in ORCA input format:
```
! RIJCOSX wB97M-V def2-TZVPD def2/J DEFGRID3
* xyz -1 4
I 0.607 -1.363 1.445
Br -5.572 -0.709 -0.891
Br -1.852 -2.338 -3.504
Se -2.508 0.724 1.436
Ge -1.059 2.861 3.431
V -0.686 -2.032 -1.342
S 1.670 -0.260 -2.305
F -2.086 -3.058 1.214
F -2.903 -3.785 -0.685
O 1.775 -0.584 -3.701
O 2.278 -1.176 -1.368
N 4.188 5.040 -1.336
N 0.152 -0.103 -1.785
N -1.970 0.688 -1.929
N -0.296 1.561 -3.384
C 3.686 3.196 -2.833
C 1.485 -3.960 0.093
C -2.546 2.331 -3.544
C -1.389 4.479 4.511
C -1.217 2.339 -3.931
C -0.718 0.744 -2.410
C 1.783 -3.068 1.154
C 3.570 -4.453 1.965
C 0.258 -4.734 -1.812
C -0.527 1.402 4.628
C 3.568 3.808 -1.585
C 2.868 3.155 -0.571
C -2.674 2.429 2.388
C 2.407 1.330 -2.057
C 3.102 1.964 -3.071
C 3.313 -5.363 0.981
C 1.024 -5.917 -1.865
C -2.867 1.465 -2.507
C 2.784 -3.292 2.058
C 0.377 3.195 2.146
C 0.473 -3.733 -0.890
C 2.024 -6.113 -0.962
C 2.278 -5.147 0.042
C -3.079 -0.421 2.906
C -5.223 -2.045 -2.131
C -2.344 -2.656 -0.088
C 2.296 1.919 -0.809
H -0.487 4.767 5.054
H -1.689 5.317 3.881
H -0.407 0.468 4.078
H 0.823 -6.652 -2.635
H 0.123 4.024 1.484
H -3.593 2.422 2.973
H -4.164 -0.504 2.914
H -1.258 1.251 5.423
H 2.773 3.617 0.405
H 1.315 3.427 2.653
H -2.181 4.300 5.239
H 0.523 2.302 1.538
H -3.285 2.965 -4.012
H -3.878 1.395 -2.120
H 2.644 -7.002 -0.992
H 1.755 1.401 -0.027
H -2.636 -1.401 2.748
H 3.755 5.571 -0.595
H -3.159 -1.921 -0.022
H 4.231 3.699 -3.624
H 3.898 -6.272 0.901
H 4.323 5.605 -2.159
H -0.504 -4.598 -2.571
H -2.790 3.189 1.613
H 4.365 -4.619 2.681
H 0.431 1.646 5.089
H -2.728 -0.007 3.848
H -0.870 2.999 -4.721
H -5.280 -1.756 -3.166
H -4.621 -2.868 -1.783
H 3.155 1.494 -4.043
H 2.969 -2.579 2.850
*
```

***

Record 6
C3H7NO2S | the ωB97M-V functional and the def2-TZVPD basis

Results
- Relative energy (zero: lowest compared OMol25 entry of this formula, charge and spin): 95.89 kcal/mol
- HOMO level (spin up / spin down): -7.31 / -7.08 eV
- M: 121.161 g/mol
- Total energy: -19641.4462 eV
- Kohn-Sham gap (spin up / spin down): 7.49 / 6.95 eV

The geometry in ORCA input format:
```
! RIJCOSX wB97M-V def2-TZVPD def2/J DEFGRID3
* xyz 0 1
S 2.322 -0.672 0.007
O -1.252 0.710 0.729
O 1.212 -1.594 0.225
N 1.599 0.791 0.195
C -1.661 -1.461 -0.227
C -1.991 -0.077 0.132
C 1.988 1.968 -0.199
H 1.446 2.766 0.247
H -3.007 0.321 -0.154
H 2.859 2.020 -0.769
H -0.500 -1.335 -0.293
H 0.768 0.558 0.751
H -1.806 -2.163 0.514
H -1.977 -1.832 -1.160
*
```

***

Record 7
C4H8NO2 | the ωB97M-V functional and the def2-TZVPD basis

Results
- Relative energy (zero: lowest compared OMol25 entry of this formula, charge and spin): 151.37 kcal/mol
- HOMO level (spin up / spin down): -1.33 / -1.28 eV
- M: 102.113 g/mol
- Total energy: -9858.2225 eV
- Kohn-Sham gap (spin up / spin down): 5.49 / 5.47 eV

The geometry in ORCA input format:
```
! RIJCOSX wB97M-V def2-TZVPD def2/J DEFGRID3
* xyz -1 1
O 2.423 1.009 -0.544
O -0.849 -0.669 -0.713
N 1.516 0.433 0.183
C -0.057 -1.403 0.346
C -0.553 0.649 -0.716
C -1.425 1.447 0.242
C 1.353 -1.053 0.012
H 1.645 -1.289 -1.047
H -0.368 -0.936 1.235
H -2.436 1.626 -0.108
H -0.455 -2.418 0.257
H -0.867 2.243 0.681
H -1.592 0.823 1.101
H 1.931 -1.382 0.831
H -0.264 0.922 -1.760
*
```

***

Record 8
C3H3ClIN3 | the ωB97M-V functional and the def2-TZVPD basis

Results
- Relative energy (zero: lowest compared OMol25 entry of this formula, charge and spin): 137.14 kcal/mol
- HOMO level (spin up / spin down): -8.31 / -8.31 eV
- M: 243.435 g/mol
- Total energy: -28245.4657 eV
- Kohn-Sham gap (spin up / spin down): 7.87 / 7.87 eV

The geometry in ORCA input format:
```
! RIJCOSX wB97M-V def2-TZVPD def2/J DEFGRID3
* xyz 0 1
I 3.043 1.114 -1.147
Cl -4.206 1.689 0.217
N 0.495 0.126 -0.066
N -1.683 0.710 0.284
N -0.684 0.060 0.427
C -2.617 1.392 0.594
C 1.043 -1.250 -0.050
C 1.080 1.219 -0.396
H 1.601 -1.647 -0.941
H 1.729 -1.433 0.900
H 0.199 -1.981 0.178
*
```